ORCA calculation (ωB97M-V/def2-TZVPD) on 14 unconnected molecules or ions with the total composition C100H217N11O14 at a distorted geometry.

XYZ file:
```
342
Properties=species:S:1:pos:R:3
O 19.771 20.512 17.175
H 18.811 20.764 17.071
H 19.767 19.581 16.809
O 20.152 17.106 16.690
H 20.835 16.887 17.371
H 20.674 17.398 15.910
C 11.888 23.324 13.651
C 11.055 22.220 12.876
C 12.078 21.173 12.323
C 12.611 20.283 13.403
C 11.419 19.606 14.100
C 10.531 20.652 14.790
N 10.068 21.537 13.727
O 9.266 22.564 14.406
C 9.311 19.999 15.464
C 11.304 21.352 15.883
C 10.330 22.832 11.681
H 12.747 22.859 14.034
H 11.363 23.863 14.455
H 12.185 24.096 12.924
H 11.506 20.582 11.591
H 12.854 21.829 11.876
H 13.182 20.901 14.071
H 13.272 19.514 13.006
H 11.849 18.886 14.864
H 10.858 18.932 13.432
H 8.615 19.620 14.693
H 9.706 19.235 16.141
H 8.863 20.857 15.977
H 10.857 22.257 16.184
H 11.278 20.657 16.743
H 12.375 21.464 15.648
H 9.956 22.051 10.951
H 10.968 23.528 11.101
H 9.505 23.364 12.104
H 8.335 22.378 14.238
C 12.422 16.776 22.051
C 13.754 16.924 22.840
C 13.522 17.479 24.258
C 12.935 16.495 25.141
C 13.856 15.276 25.215
C 14.221 14.683 23.863
N 14.638 15.783 22.982
O 14.864 15.323 21.651
C 15.404 13.692 24.053
C 12.986 13.912 23.372
C 14.570 17.982 22.076
H 12.585 16.419 21.023
H 11.978 17.772 21.990
H 11.746 16.188 22.703
H 14.421 17.836 24.718
H 12.941 18.365 24.086
H 11.946 16.121 24.813
H 12.747 16.891 26.141
H 13.345 14.494 25.779
H 14.796 15.491 25.745
H 16.318 14.233 24.205
H 15.264 13.202 25.002
H 15.462 12.977 23.177
H 12.860 13.018 24.016
H 12.050 14.463 23.550
H 13.048 13.610 22.343
H 15.628 17.834 22.199
H 14.339 19.005 22.368
H 14.348 17.769 21.030
H 15.686 15.702 21.274
C 17.805 27.084 18.943
C 16.801 27.349 17.710
C 16.076 26.070 17.476
C 14.934 26.273 16.489
C 14.006 27.380 16.906
C 14.733 28.665 17.187
N 15.890 28.410 18.140
O 16.666 29.578 18.359
C 15.215 29.245 15.794
C 13.905 29.683 17.909
C 17.667 27.645 16.441
H 17.227 26.701 19.785
H 18.285 28.037 19.167
H 18.569 26.341 18.670
H 16.811 25.267 17.174
H 15.674 25.787 18.477
H 14.386 25.308 16.490
H 15.232 26.445 15.441
H 13.423 27.111 17.788
H 13.318 27.583 16.059
H 15.597 28.488 15.144
H 14.342 29.713 15.342
H 16.034 29.943 15.885
H 13.676 29.286 18.871
H 14.524 30.566 18.144
H 13.069 30.088 17.307
H 17.058 27.489 15.550
H 18.449 26.907 16.319
H 18.058 28.667 16.433
H 16.534 29.743 19.316
C 24.030 16.574 21.038
C 22.465 16.378 21.107
C 22.008 16.420 22.578
C 21.965 17.779 23.176
C 21.239 18.797 22.303
C 21.677 18.721 20.844
N 21.671 17.354 20.352
O 21.972 17.327 18.963
C 20.641 19.531 20.043
C 23.028 19.428 20.751
C 22.159 14.944 20.475
H 24.417 16.960 20.083
H 24.513 15.608 21.116
H 24.515 17.237 21.765
H 20.991 15.973 22.668
H 22.603 15.765 23.159
H 22.951 18.202 23.450
H 21.340 17.799 24.078
H 21.515 19.825 22.562
H 20.173 18.643 22.340
H 20.885 19.564 18.974
H 19.736 18.950 20.061
H 20.481 20.524 20.459
H 23.733 19.108 21.528
H 23.488 19.270 19.760
H 22.937 20.497 20.865
H 21.116 14.646 20.340
H 22.638 14.178 21.076
H 22.687 14.953 19.489
H 22.821 17.756 18.709
C 21.553 25.793 19.932
C 22.141 24.611 19.076
C 21.024 23.709 18.528
C 20.371 24.106 17.233
C 21.374 24.401 16.170
C 22.319 25.560 16.689
N 22.950 25.137 17.932
O 23.764 26.164 18.384
C 23.364 25.796 15.608
C 21.537 26.891 16.810
C 23.144 23.811 19.907
H 21.102 26.513 19.283
H 22.371 26.259 20.465
H 20.865 25.371 20.630
H 21.439 22.704 18.421
H 20.313 23.595 19.362
H 19.638 24.902 17.376
H 19.730 23.246 16.917
H 20.937 24.864 15.272
H 21.943 23.498 15.900
H 22.835 25.790 14.616
H 23.910 26.732 15.712
H 24.101 24.984 15.595
H 21.420 27.284 15.812
H 20.560 26.770 17.251
H 22.073 27.610 17.412
H 23.888 24.551 20.159
H 23.747 23.191 19.217
H 22.732 23.259 20.743
H 24.698 25.944 18.134
C 16.742 22.295 11.910
C 16.428 23.580 11.118
C 15.181 24.253 11.648
C 15.376 24.927 12.962
C 16.565 25.891 12.846
C 17.840 25.233 12.291
N 17.562 24.489 11.057
O 18.688 23.855 10.570
C 18.910 26.343 12.001
C 18.525 24.357 13.404
C 16.180 23.066 9.653
H 16.516 22.279 12.980
H 17.797 22.066 11.709
H 16.070 21.497 11.489
H 14.976 25.033 10.912
H 14.340 23.566 11.616
H 15.647 24.201 13.727
H 14.545 25.542 13.302
H 16.893 26.215 13.824
H 16.333 26.826 12.339
H 18.441 26.871 11.160
H 19.064 26.981 12.859
H 19.826 25.917 11.699
H 18.815 24.983 14.232
H 17.857 23.594 13.754
H 19.368 23.851 12.945
H 16.831 22.240 9.290
H 16.293 23.950 9.009
H 15.171 22.611 9.589
H 18.900 24.359 9.771
C 15.057 19.450 18.714
C 16.405 19.395 17.977
C 16.064 18.534 16.721
C 15.202 19.250 15.710
C 15.833 20.577 15.338
C 16.216 21.428 16.483
N 16.985 20.693 17.497
O 17.133 21.529 18.644
C 17.143 22.624 15.915
C 14.953 22.121 17.101
C 17.436 18.590 18.742
H 14.228 19.589 18.009
H 14.969 20.223 19.436
H 14.966 18.460 19.162
H 16.978 18.170 16.230
H 15.505 17.699 17.154
H 14.193 19.407 16.122
H 15.009 18.530 14.857
H 15.139 21.198 14.718
H 16.705 20.333 14.666
H 17.567 23.161 16.780
H 17.946 22.189 15.255
H 16.567 23.316 15.304
H 14.976 22.152 18.149
H 14.853 23.132 16.672
H 14.028 21.665 16.758
H 17.473 18.959 19.758
H 18.408 18.694 18.283
H 17.190 17.512 18.884
H 18.082 21.430 18.879
C 13.903 22.123 21.461
C 12.572 22.662 21.966
C 12.705 23.123 23.445
C 13.419 24.401 23.682
C 12.728 25.420 22.837
C 12.752 25.087 21.361
N 12.047 23.779 21.230
O 11.860 23.489 19.822
C 11.896 26.101 20.503
C 14.194 25.052 20.767
C 11.524 21.567 21.901
H 13.873 21.999 20.395
H 13.983 21.059 21.790
H 14.758 22.717 21.851
H 11.736 23.166 23.944
H 13.211 22.260 24.013
H 14.478 24.438 23.412
H 13.292 24.806 24.677
H 13.155 26.442 22.981
H 11.662 25.498 23.078
H 12.146 27.116 20.723
H 12.065 25.926 19.476
H 10.870 25.989 20.760
H 14.519 26.108 20.603
H 14.834 24.678 21.555
H 14.507 24.498 19.886
H 11.285 21.263 20.901
H 10.559 21.901 22.353
H 11.911 20.688 22.422
H 12.757 23.279 19.464
C 12.680 11.597 19.442
C 13.953 12.346 19.085
C 14.712 11.581 17.979
C 15.726 12.463 17.253
C 15.087 13.713 16.700
C 14.465 14.541 17.779
N 13.518 13.704 18.599
O 13.027 14.452 19.694
C 15.644 15.154 18.650
C 13.648 15.717 17.229
C 14.849 12.253 20.354
H 12.088 12.154 20.095
H 12.949 10.631 19.840
H 12.055 11.546 18.569
H 15.083 10.724 18.500
H 13.917 11.357 17.293
H 16.236 11.879 16.512
H 16.584 12.761 17.893
H 14.313 13.382 15.981
H 15.707 14.427 16.217
H 16.498 15.266 17.988
H 15.322 16.110 19.079
H 15.948 14.536 19.469
H 12.823 15.252 16.697
H 13.208 16.262 18.043
H 14.295 16.348 16.628
H 14.542 11.385 20.901
H 14.752 13.093 21.015
H 15.937 12.182 20.030
H 13.772 14.545 20.320
C 15.845 21.267 25.302
C 17.316 20.775 25.159
C 17.387 19.772 24.050
C 17.261 20.472 22.679
C 18.374 21.499 22.519
C 18.318 22.510 23.633
N 18.326 21.800 24.960
O 18.033 22.800 25.894
C 19.676 23.262 23.578
C 17.202 23.549 23.407
C 17.828 20.104 26.444
H 15.337 20.384 25.637
H 15.503 21.595 24.319
H 15.811 22.078 26.022
H 18.383 19.314 24.059
H 16.603 18.981 24.086
H 16.292 20.981 22.516
H 17.331 19.701 21.956
H 18.380 22.031 21.579
H 19.303 20.891 22.544
H 20.509 22.551 23.588
H 19.735 23.911 22.656
H 19.669 24.009 24.383
H 16.306 23.094 23.087
H 17.022 24.236 24.228
H 17.632 24.160 22.594
H 17.073 19.455 26.903
H 18.049 20.818 27.211
H 18.804 19.557 26.237
H 18.846 22.911 26.364
C 18.772 18.769 13.346
C 20.116 19.426 13.142
C 20.070 20.861 13.624
C 21.421 21.585 13.737
C 22.218 20.782 14.766
C 22.427 19.374 14.299
N 21.116 18.700 13.997
O 21.320 17.447 13.442
C 23.495 19.276 13.172
C 22.958 18.466 15.523
C 20.506 19.478 11.577
H 18.581 18.963 14.421
H 18.767 17.700 13.090
H 18.019 19.235 12.713
H 19.544 21.435 12.882
H 19.614 20.938 14.590
H 21.301 22.600 14.100
H 22.011 21.726 12.808
H 21.577 20.896 15.663
H 23.180 21.264 15.071
H 23.636 18.212 12.933
H 23.234 19.933 12.326
H 24.420 19.626 13.607
H 24.025 18.709 15.685
H 22.394 18.783 16.384
H 22.790 17.435 15.264
H 19.812 20.211 11.107
H 20.384 18.508 10.993
H 21.480 19.908 11.358
H 21.654 17.723 12.581
C 18.348 16.300 21.350
O 18.934 16.594 20.037
H 17.379 16.826 21.368
H 18.107 15.253 21.443
H 18.876 16.810 22.185
H 19.896 16.842 20.113
```

Output
gap between HOMO and LUMO	8.59	eV
lowest unoccupied orbital energy	0.4	eV